{
  "formula": "C48H58N9O3PPb",
  "method": "wB97M-V/def2-TZVPD",
  "symbols": ["Pb", "O", "C", "C", "C", "C", "C", "C", "C", "O", "N", "N", "C", "C", "C", "C", "C", "C", "C", "O", "H", "H", "H", "H", "H", "H", "H", "H", "H", "H", "C", "N", "C", "C", "N", "C", "C", "N", "C", "C", "N", "C", "N", "C", "C", "C", "N", "C", "H", "H", "H", "H", "H", "H", "H", "H", "H", "H", "H", "H", "H", "H", "H", "H", "H", "H", "H", "H", "H", "H", "H", "H", "C", "C", "C", "C", "N", "H", "H", "H", "H", "H", "H", "H", "H", "H", "C", "C", "C", "C", "C", "C", "P", "C", "C", "C", "C", "C", "C", "C", "C", "C", "C", "C", "C", "H", "H", "H", "H", "H", "H", "H", "H", "H", "H", "H", "H", "H", "H", "H"],
  "positions_angstrom": [[0.8966, -0.4097, -0.6777], [-2.0872, -2.5954, 3.6724], [-3.0585, -2.8247, 2.7715], [-3.8391, -3.9737, 2.9060], [-4.8616, -4.2274, 2.0120], [-5.1220, -3.3425, 0.9695], [-4.3417, -2.2076, 0.8311], [-3.3005, -1.9300, 1.7136], [-2.4796, -0.6800, 1.5990], [-1.5849, -0.4712, 2.4787], [-2.7993, 0.1153, 0.6022], [-1.9716, 1.1786, 0.4187], [-2.5570, 2.1786, -0.1193], [-1.9083, 3.3939, -0.6274], [-2.7073, 4.2223, -1.4244], [-2.2601, 5.4149, -1.9612], [-0.9670, 5.8349, -1.6994], [-0.1457, 5.0442, -0.9119], [-0.6061, 3.8432, -0.3976], [0.2223, 3.0333, 0.3899], [-1.7148, -1.6970, 3.3896], [-3.6345, -4.6424, 3.7324], [-5.4722, -5.1136, 2.1377], [-5.9354, -3.5361, 0.2820], [-4.5262, -1.4929, 0.0397], [-3.6367, 2.1286, -0.2822], [-3.7227, 3.8977, -1.6153], [-2.9175, 6.0127, -2.5781], [-0.5898, 6.7653, -2.1015], [0.8602, 5.3762, -0.7044], [-1.6714, -0.3677, -3.0499], [-2.3417, -1.5700, -2.6176], [-3.5726, -1.9148, -3.2895], [-3.7743, -3.3743, -2.9095], [-2.4537, -3.7838, -2.4596], [-2.3270, -5.1609, -2.0397], [-1.7001, -2.6742, -2.0939], [-0.6225, -2.5524, -1.4069], [0.0942, -3.6668, -0.8038], [0.4532, -3.4015, 0.6602], [1.6458, -2.5724, 0.7583], [2.4708, -2.6772, 1.7302], [2.3969, -3.4377, 2.8848], [1.1840, -3.6592, 3.6489], [3.6104, -3.2960, 3.6729], [4.5718, -2.5833, 2.7278], [3.6903, -2.0224, 1.7279], [4.2965, -1.5287, 0.5134], [-1.7385, -0.2827, -4.1415], [-0.6172, -0.4002, -2.7902], [-2.1270, 0.5191, -2.6012], [-3.4697, -1.7832, -4.3744], [-4.3946, -1.2819, -2.9484], [-4.0929, -3.9896, -3.7522], [-4.5104, -3.4809, -2.1055], [-3.0309, -5.7429, -2.6353], [-2.5731, -5.3178, -0.9837], [-1.3337, -5.5504, -2.2461], [1.0336, -3.8238, -1.3453], [-0.4580, -4.5999, -0.8165], [0.6107, -4.3753, 1.1376], [-0.4068, -2.9151, 1.1395], [0.2971, -3.4654, 3.0610], [1.1591, -2.9950, 4.5196], [1.1463, -4.6897, 4.0077], [3.9843, -4.2709, 3.9904], [3.4105, -2.7037, 4.5739], [5.2801, -3.2871, 2.2712], [5.1486, -1.7998, 3.2247], [4.9986, -2.2614, 0.0951], [4.8482, -0.6104, 0.7311], [3.5409, -1.3180, -0.2398], [3.8491, -1.7832, -3.0949], [2.5668, -1.0281, -3.4802], [2.9195, 0.0212, -4.5485], [1.5962, -2.0363, -4.1312], [1.9974, -0.3917, -2.3316], [4.3402, -2.2297, -3.9658], [3.6030, -2.5739, -2.3818], [4.5448, -1.0911, -2.6118], [3.1620, -0.4510, -5.5057], [3.7783, 0.6193, -4.2297], [2.0679, 0.6893, -4.6906], [2.0753, -2.5906, -4.9451], [0.7293, -1.5084, -4.5365], [1.2400, -2.7422, -3.3836], [3.0181, 7.1372, 2.3678], [2.0471, 6.3688, 2.9993], [1.6657, 5.1551, 2.4561], [2.2475, 4.7104, 1.2677], [3.2200, 5.4812, 0.6375], [3.5996, 6.6972, 1.1884], [1.7684, 3.0790, 0.6644], [2.7777, 2.7117, -0.7599], [4.0207, 2.1166, -0.5501], [4.8933, 1.9523, -1.6112], [4.5336, 2.3851, -2.8781], [3.2880, 2.9565, -3.0927], [2.4035, 3.1159, -2.0409], [2.0278, 1.9952, 2.0475], [3.2544, 2.0669, 2.7209], [3.4825, 1.2418, 3.8054], [2.4842, 0.3690, 4.2306], [1.2628, 0.3262, 3.5808], [1.0245, 1.1375, 2.4779], [3.3238, 8.0808, 2.8002], [1.5947, 6.7120, 3.9199], [0.9117, 4.5510, 2.9477], [3.6791, 5.1363, -0.2808], [4.3520, 7.2989, 0.6961], [4.2985, 1.7605, 0.4311], [5.8467, 1.4666, -1.4513], [5.2164, 2.2526, -3.7070], [2.9931, 3.2590, -4.0883], [1.4184, 3.5178, -2.2316], [4.0101, 2.7838, 2.4228], [4.4289, 1.2912, 4.3280], [2.6607, -0.2667, 5.0898], [0.4769, -0.3368, 3.9135], [0.0610, 1.0933, 1.9809]],
  "forces_ev_per_a": [[-0.08, -0.17, -0.13], [0.06, -0.09, 0.04], [0.00, 0.01, -0.04], [-0.03, -0.05, -0.03], [0.02, 0.00, 0.03], [0.02, -0.01, -0.06], [0.02, -0.04, -0.06], [-0.04, 0.08, 0.09], [0.25, -0.04, 0.09], [0.17, -0.02, 0.02], [-0.33, 0.03, -0.18], [0.16, 0.14, 0.14], [0.04, -0.04, -0.12], [-0.08, 0.01, 0.16], [-0.05, 0.05, 0.02], [-0.01, -0.01, -0.01], [-0.02, -0.03, 0.00], [0.06, 0.00, 0.03], [-0.03, 0.01, -0.15], [0.02, -0.09, 0.02], [0.04, 0.04, -0.03], [0.02, 0.01, 0.00], [0.01, -0.01, -0.01], [-0.01, 0.01, -0.01], [0.01, 0.01, -0.01], [0.02, -0.02, -0.12], [0.00, -0.01, -0.01], [-0.01, 0.00, 0.01], [0.00, 0.00, 0.01], [0.04, 0.00, 0.00], [-0.07, -0.01, 0.14], [-0.10, 0.02, -0.05], [0.06, 0.00, 0.00], [0.02, 0.03, 0.06], [0.04, 0.02, -0.13], [-0.02, 0.04, 0.09], [-0.06, 0.01, 0.08], [0.17, -0.11, 0.16], [-0.06, 0.11, -0.02], [0.05, 0.03, 0.03], [-0.12, -0.03, -0.04], [-0.02, 0.00, -0.09], [0.04, -0.12, 0.02], [-0.03, 0.03, -0.04], [-0.01, -0.01, -0.03], [-0.02, 0.01, 0.01], [0.01, 0.15, 0.04], [0.00, -0.06, 0.03], [0.00, 0.02, -0.01], [-0.02, -0.02, -0.10], [0.02, 0.00, 0.03], [0.02, -0.03, -0.02], [-0.03, 0.01, -0.03], [-0.02, 0.00, -0.01], [0.00, -0.01, 0.05], [-0.01, 0.00, 0.01], [0.01, 0.02, 0.01], [0.00, -0.01, -0.01], [0.01, -0.06, -0.04], [-0.02, -0.03, 0.00], [0.00, 0.01, 0.04], [0.00, -0.07, 0.00], [-0.04, 0.02, 0.03], [-0.01, 0.04, 0.03], [-0.01, 0.01, 0.00], [0.02, 0.02, 0.04], [-0.03, 0.04, -0.02], [-0.01, 0.00, -0.03], [0.02, -0.03, 0.02], [0.00, -0.02, -0.01], [0.01, -0.01, -0.02], [0.01, 0.03, -0.01], [-0.04, 0.02, 0.00], [-0.18, -0.24, 0.01], [0.13, -0.05, -0.03], [0.05, 0.12, 0.01], [0.27, 0.41, -0.11], [0.02, -0.01, 0.00], [0.03, -0.02, -0.01], [0.01, -0.01, 0.00], [0.04, 0.00, -0.03], [-0.21, -0.22, -0.12], [-0.01, 0.01, -0.01], [-0.01, 0.01, -0.02], [-0.01, -0.01, 0.01], [-0.03, -0.07, 0.07], [-0.01, -0.02, -0.01], [0.00, 0.01, 0.00], [-0.09, 0.00, -0.06], [0.09, -0.10, 0.04], [-0.01, -0.03, -0.04], [0.00, 0.02, 0.00], [0.13, 0.41, 0.13], [-0.05, -0.03, 0.10], [-0.02, 0.00, -0.02], [0.01, 0.00, -0.01], [0.02, 0.12, 0.15], [-0.02, 0.11, 0.09], [-0.03, -0.02, -0.09], [0.12, 0.02, 0.00], [-0.09, 0.00, 0.06], [0.02, 0.00, -0.03], [0.01, 0.00, -0.02], [0.00, -0.06, 0.03], [-0.12, -0.05, -0.04], [-0.01, 0.01, 0.00], [-0.01, 0.00, 0.00], [0.02, -0.01, 0.03], [0.00, -0.02, 0.00], [0.01, -0.01, 0.00], [0.01, -0.03, 0.01], [0.01, 0.01, 0.01], [0.00, 0.02, 0.02], [-0.01, -0.03, 0.00], [0.01, 0.04, 0.02], [0.02, 0.00, -0.02], [0.00, 0.00, 0.01], [0.00, 0.00, 0.00], [-0.06, 0.00, -0.03], [-0.05, -0.08, -0.01]],
  "e_homo_ev": -6.007,
  "total_charge": 0,
  "multiplicity": 1,
  "energy_ev": -84804.8358,
  "homo_lumo_gap_ev": 5.78
}

---

{
  "formula": "C48H59BClN11O2S",
  "method": "wB97M-V/def2-TZVPD",
  "symbols": ["C", "C", "C", "C", "C", "Cl", "C", "B", "C", "O", "C", "O", "C", "C", "C", "N", "S", "N", "C", "H", "H", "H", "H", "H", "H", "H", "H", "H", "H", "H", "H", "H", "H", "C", "C", "C", "N", "C", "H", "H", "H", "H", "H", "C", "C", "C", "N", "C", "H", "H", "H", "H", "H", "C", "C", "C", "N", "C", "H", "H", "H", "H", "H", "C", "C", "C", "N", "C", "H", "H", "H", "H", "H", "C", "C", "C", "N", "C", "H", "H", "H", "H", "H", "C", "C", "C", "N", "C", "H", "H", "H", "H", "H", "C", "C", "C", "N", "C", "H", "H", "H", "H", "H", "C", "C", "C", "N", "C", "H", "H", "H", "H", "H", "C", "C", "C", "N", "C", "H", "H", "H", "H", "H"],
  "positions_angstrom": [[0.8930, -3.1935, 1.0769], [2.1110, -3.7314, 1.8007], [3.0556, -2.6638, 2.6605], [2.7700, -1.1786, 1.9473], [1.7267, -0.1443, 2.6757], [0.8510, -0.5401, 4.3003], [1.3972, 1.2990, 1.9617], [0.3037, 2.3660, 2.6441], [-1.3073, 2.0436, 2.5611], [0.8496, 3.5618, 3.3350], [2.1548, 1.6410, 0.5280], [1.9391, 2.8868, -0.2554], [0.7016, 2.6398, -1.0393], [0.3829, 3.8510, -2.1343], [3.1881, 0.5386, -0.1337], [3.9738, 0.6307, -1.4330], [4.8623, -0.8700, -1.6474], [4.5202, -1.8721, -0.2165], [3.5602, -0.9184, 0.5240], [0.9951, -2.4173, 0.1859], [-0.1972, -3.5894, 1.3480], [2.3364, -4.8731, 1.6784], [4.2019, -2.9596, 2.6178], [2.7554, -2.6420, 3.8148], [-1.8283, 2.4456, 3.5439], [-1.8263, 2.5449, 1.6293], [-1.5581, 0.8847, 2.4818], [0.6861, 3.4007, 4.3139], [-0.2472, 2.5505, -0.3313], [0.8454, 1.5848, -1.5748], [-0.1269, 3.3834, -3.0908], [-0.4014, 4.6148, -1.6880], [1.3466, 4.4893, -2.3818], [-3.6919, 7.1301, -2.2948], [-4.8505, 6.4603, -1.8341], [-4.8713, 5.2190, -2.4299], [-3.7684, 5.1183, -3.2375], [-3.0404, 6.2768, -3.1572], [-3.3671, 8.1267, -2.0255], [-5.5898, 6.8420, -1.1418], [-5.5753, 4.4016, -2.3495], [-3.5289, 4.3145, -3.8033], [-2.1244, 6.3952, -3.7204], [-0.6235, 0.9699, -4.9286], [0.5669, 0.6276, -4.2437], [0.4889, -0.7106, -3.9288], [-0.7087, -1.1865, -4.3956], [-1.3914, -0.1701, -5.0116], [-0.8911, 1.9427, -5.3203], [1.3924, 1.2862, -4.0063], [1.1808, -1.3629, -3.4128], [-1.0369, -2.1388, -4.3010], [-2.3632, -0.3442, -5.4536], [1.5324, -6.8753, -3.2276], [0.7107, -7.6991, -2.4217], [0.4928, -7.0295, -1.2385], [1.1581, -5.8327, -1.3003], [1.7904, -5.7276, -2.5118], [1.8956, -7.0950, -4.2232], [0.3194, -8.6754, -2.6773], [-0.0761, -7.3020, -0.3596], [1.1785, -5.1359, -0.5671], [2.3695, -4.8482, -2.7596], [-2.9279, 7.1615, -8.4015], [-3.0912, 8.3873, -7.7131], [-3.3546, 8.0862, -6.3956], [-3.3607, 6.7217, -6.2660], [-3.0959, 6.1495, -7.4829], [-2.7100, 7.0309, -9.4536], [-3.0233, 9.3825, -8.1330], [-3.5390, 8.7244, -5.5417], [-3.5326, 6.2162, -5.4065], [-3.0515, 5.0741, -7.5911], [-5.5000, 3.0522, 0.4953], [-6.6586, 2.3824, 0.9560], [-6.6794, 1.1412, 0.3603], [-5.5765, 1.0404, -0.4473], [-4.8485, 2.1989, -0.3671], [-5.1752, 4.0488, 0.7646], [-7.3979, 2.7641, 1.6483], [-7.3834, 0.3237, 0.4407], [-5.3370, 0.2366, -1.0131], [-3.9325, 2.3173, -0.9303], [-2.1600, -3.9731, 4.3823], [-2.9817, -4.7969, 5.1882], [-3.1995, -4.1272, 6.3714], [-2.5342, -2.9305, 6.3096], [-1.9019, -2.8254, 5.0981], [-1.7967, -4.1927, 3.3867], [-3.3729, -5.7731, 4.9326], [-3.7685, -4.3998, 7.2503], [-2.5138, -2.2337, 7.0428], [-1.3228, -1.9459, 4.8503], [1.9388, 2.8740, 8.9413], [0.7502, 3.5492, 8.5743], [0.2983, 2.9789, 7.4053], [1.1751, 1.9865, 7.0517], [2.1757, 1.9115, 7.9854], [2.5547, 3.0679, 9.8098], [0.2748, 4.3634, 9.1059], [-0.5691, 3.1947, 6.7958], [1.0956, 1.4006, 6.2307], [2.9693, 1.1828, 7.8891], [5.4458, -1.8503, 5.6961], [4.3064, -1.1003, 6.0736], [4.1455, -1.2540, 7.4325], [5.1451, -2.0742, 7.8872], [5.9461, -2.4383, 6.8363], [5.8577, -1.9497, 4.7002], [3.6719, -0.5110, 5.4243], [3.4065, -0.8520, 8.1127], [5.2722, -2.3645, 8.8481], [6.8002, -3.0843, 6.9892], [4.2983, -7.4333, -8.3174], [4.1350, -6.2075, -7.6290], [3.8716, -6.5085, -6.3114], [3.8655, -7.8731, -6.1818], [4.1302, -8.4452, -7.3988], [4.5162, -7.5638, -9.3695], [4.2029, -5.2122, -8.0489], [3.6871, -5.8704, -5.4576], [3.6935, -8.3785, -5.3224], [4.1747, -9.5207, -7.5070]],
  "forces_ev_per_a": [[2.01, -1.23, 0.95], [-2.47, 1.92, -1.23], [0.08, 0.33, -1.66], [-0.76, 0.69, 1.36], [2.86, 0.18, -4.62], [1.58, 0.59, -2.68], [2.92, -1.51, -3.18], [0.53, 0.85, 0.36], [-0.72, -0.48, 0.53], [-1.33, -3.40, 0.20], [0.07, -1.97, 2.02], [-1.09, -3.54, 1.63], [-1.30, -0.39, -1.18], [-0.13, 0.21, 0.63], [1.98, -2.12, -1.35], [-1.44, -2.81, 4.08], [-2.59, 1.40, 3.43], [-3.71, 6.42, 0.33], [-1.30, 1.17, 0.65], [-0.38, -0.66, 2.99], [2.64, -0.12, -1.53], [-0.80, 2.05, 1.62], [-2.36, 0.82, -0.07], [0.31, -0.19, -2.71], [0.86, -0.68, -2.07], [1.07, -0.79, 1.85], [0.67, 2.41, 0.12], [0.12, 0.73, -1.57], [2.09, 0.14, -1.26], [-0.43, 2.38, 0.93], [1.33, 0.89, 1.90], [1.62, -1.62, -0.75], [-1.93, -1.63, 0.33], [0.34, -0.01, -0.25], [-0.21, -0.38, -0.02], [-0.21, 0.03, 0.04], [-0.05, -0.12, -0.03], [0.22, 0.26, 0.14], [-0.03, -0.18, -0.06], [0.12, -0.09, -0.13], [0.11, 0.17, 0.03], [-0.06, 0.22, 0.29], [-0.09, 0.02, 0.16], [-0.37, -0.11, -0.10], [0.26, -0.25, 0.21], [0.04, 0.04, 0.07], [0.00, 0.05, -0.02], [-0.09, 0.03, 0.03], [0.05, -0.17, 0.01], [-0.09, -0.13, -0.05], [-0.08, 0.14, -0.09], [0.15, 0.35, -0.06], [0.17, 0.06, 0.05], [0.20, 0.29, -0.06], [-0.21, -0.10, 0.32], [0.04, -0.02, -0.02], [-0.03, -0.13, -0.15], [0.03, 0.00, 0.02], [-0.12, 0.08, 0.13], [0.05, 0.17, 0.06], [0.10, 0.02, -0.17], [-0.01, -0.06, -0.15], [-0.06, -0.16, 0.03], [0.03, -0.40, -0.04], [-0.06, 0.17, 0.32], [-0.02, 0.03, 0.01], [0.06, -0.01, -0.19], [-0.03, 0.04, -0.07], [-0.03, 0.01, 0.18], [-0.01, -0.17, 0.09], [0.02, -0.11, -0.15], [-0.05, 0.33, -0.30], [-0.01, 0.18, -0.03], [0.34, 0.00, -0.19], [-0.22, -0.34, 0.00], [-0.09, 0.01, 0.02], [-0.01, -0.05, 0.03], [0.05, 0.10, -0.01], [-0.03, -0.16, -0.08], [0.12, -0.09, -0.12], [0.10, 0.17, 0.00], [-0.09, 0.32, 0.25], [-0.14, 0.02, 0.09], [0.19, 0.36, -0.03], [-0.21, -0.06, 0.35], [-0.02, -0.10, 0.01], [-0.04, -0.01, -0.04], [0.07, 0.03, -0.04], [-0.05, 0.05, 0.17], [0.06, 0.17, 0.07], [0.10, 0.01, -0.17], [-0.02, -0.28, -0.30], [-0.15, -0.23, 0.00], [0.21, -0.30, -0.09], [-0.31, 0.07, -0.23], [-0.03, 0.13, 0.01], [0.01, -0.04, 0.01], [0.08, 0.01, 0.05], [-0.10, -0.05, -0.16], [0.07, -0.14, -0.11], [0.09, -0.01, 0.14], [0.07, 0.11, 0.28], [-0.11, 0.25, -0.01], [0.31, -0.25, 0.10], [-0.27, 0.13, 0.28], [-0.07, -0.02, 0.00], [0.02, 0.04, -0.03], [0.00, -0.05, -0.07], [-0.04, 0.03, 0.17], [0.10, -0.06, 0.09], [0.12, -0.15, -0.13], [-0.04, 0.13, -0.38], [-0.15, 0.12, -0.07], [0.02, -0.41, 0.02], [-0.07, 0.19, 0.35], [-0.03, 0.10, -0.03], [0.03, 0.00, -0.01], [-0.02, -0.02, -0.09], [-0.03, 0.00, 0.19], [-0.01, -0.17, 0.09], [0.04, -0.09, -0.17], [0.10, 0.20, -0.31], [-0.01, 0.20, -0.02]],
  "e_homo_ev": -8.139,
  "total_charge": 0,
  "multiplicity": 1,
  "energy_ev": -95236.4277,
  "homo_lumo_gap_ev": 6.19,
  "smiles": "C=CCc1c(Cl)c(B(C)O)c(OCC)c2nsnc12.c1cc[nH]c1.c1cc[nH]c1.c1cc[nH]c1.c1cc[nH]c1.c1cc[nH]c1.c1cc[nH]c1.c1cc[nH]c1.c1cc[nH]c1.c1cc[nH]c1"
}